(1)
{"formula": "C3H4N2O2S", "method": "the ωB97M-V functional and the def2-TZVPD basis", "symbols": ["C", "C", "C", "N", "N", "O", "O", "S", "H", "H", "H", "H"], "coordinates": [[-1.76307, -0.33958, 1.17297], [-3.83480, 0.52422, 2.10683], [0.44089, -0.48547, 0.17883], [-2.79273, 0.53374, 1.50947], [-0.73954, 0.28004, 0.52678], [-1.79570, -1.52033, 1.40397], [-4.83540, 0.73035, 2.63311], [-0.64947, 1.96945, 0.30040], [1.29440, -0.15206, 0.77078], [0.66448, -0.35164, -0.88012], [0.24255, -1.53539, 0.38424], [-1.07630, 1.99364, -0.97546]], "atomic_forces_ev_per_a": [[-0.46, -0.23, 0.07], [0.64, 0.28, -0.39], [0.19, -0.31, -0.08], [0.24, 0.23, -0.19], [0.38, 0.72, -0.12], [0.06, -0.33, 0.13], [-1.02, -0.17, 0.60], [-0.08, -0.25, 0.02], [0.00, -0.02, -0.05], [0.03, -0.03, 0.04], [0.04, 0.07, -0.04], [-0.01, 0.03, 0.01]], "mulliken_charge": [0.708, 0.547, -0.878, -0.256, -0.080, -0.574, -0.403, -0.136, 0.301, 0.279, 0.350, 0.143], "e_above_lowest_kj_mol": 67.86, "gap_ha": 0.3784, "largest_force_ev_per_a": 1.2, "charge": 0, "homo_ev": -9.80, "lumo_energy_ha": 0.0182}

(2)
{"formula": "C3H8N2O2", "method": "the ωB97M-V functional and the def2-TZVPD basis", "symbols": ["C", "C", "C", "N", "N", "O", "O", "H", "H", "H", "H", "H", "H", "H", "H"], "coordinates": [[1.05123, 0.18217, 0.48195], [-0.65092, -0.98745, -0.60695], [-1.83390, -0.03626, -0.64588], [2.41806, -0.08316, 0.67944], [0.49957, 1.41819, 0.87942], [1.76300, 0.18080, -0.69134], [0.12813, -0.87537, 0.57297], [2.59910, -1.08903, 0.67746], [1.21651, 2.13247, 0.90599], [0.04609, 1.32843, 1.78005], [-0.95724, -2.03377, -0.66029], [0.09213, -0.71855, -1.43285], [-1.48648, 0.99433, -0.64905], [-2.43322, -0.23292, -1.53093], [-2.45207, -0.17986, 0.24000]], "atomic_forces_ev_per_a": [[-1.40, -0.68, -0.42], [0.85, 0.62, -1.46], [0.14, -0.16, 0.29], [0.42, 0.01, -0.41], [0.06, -0.07, 0.09], [0.98, 0.27, 0.73], [0.89, 0.72, 1.03], [-0.30, -0.01, -0.11], [-0.01, -0.03, 0.07], [-0.01, 0.05, -0.04], [0.07, 0.13, -0.11], [-1.43, -0.85, 0.54], [-0.08, 0.00, -0.10], [-0.07, 0.02, -0.10], [-0.12, -0.02, 0.00]], "mulliken_charge": [0.919, -0.252, -1.073, -0.554, -0.487, -0.427, -0.436, 0.304, 0.238, 0.226, 0.302, 0.288, 0.327, 0.362, 0.265], "e_above_lowest_kj_mol": 342.89, "gap_ha": 0.4144, "largest_force_ev_per_a": 1.8, "charge": 0, "homo_ev": -10.28, "lumo_energy_ha": 0.0367}